Entry 1:
{
  "formula": "C4H3NOS2",
  "method": "wB97M-V/def2-TZVPD",
  "orbital_gap_ev": 7.64,
  "total_charge": 0,
  "smiles": "O=C1SN=C/C1=C\\S",
  "fmax_ev_per_a": 4.0,
  "e_lumo_ev": -1.25,
  "de_lowest_kj_mol": 174.1,
  "species": ["S", "C", "S", "H", "N", "C", "H", "C", "O", "H", "C"],
  "coordinates": [[-2.5660, 0.1039, 0.7661], [-0.1129, -0.1000, -0.1573], [2.6283, -0.1786, -0.6422], [2.5476, 0.9079, 0.5675], [-1.6327, 1.4283, 0.6762], [1.0047, -0.7174, -0.6604], [0.3167, 2.1245, 0.1428], [-1.2619, -0.9211, 0.0947], [-1.3220, -2.1429, -0.1135], [0.8138, -1.7708, -0.9765], [-0.4156, 1.2662, 0.3025]],
  "atomic_forces_ev_per_a": [[0.03, -1.34, -0.36], [1.68, 0.67, 0.07], [0.08, 2.41, 2.51], [0.01, -2.43, -2.90], [1.19, 2.33, 0.45], [-1.51, -0.01, 0.92], [-1.29, -1.03, 0.48], [-1.29, -3.70, -0.61], [-0.21, 2.05, 0.46], [0.42, 0.85, 0.05], [0.90, 0.21, -1.06]],
  "lowdin_charge": [1.015, -0.317, 0.754, 0.043, -0.353, -0.486, 0.130, -0.644, -0.018, 0.100, -0.222]
}



Entry 2:
{
  "formula": "C4H3NS",
  "method": "wB97M-V/def2-TZVPD",
  "orbital_gap_ev": 8.65,
  "total_charge": 0,
  "smiles": "N#CCC1=CS1",
  "fmax_ev_per_a": 2.8,
  "e_lumo_ev": 0.32,
  "de_lowest_kj_mol": 203.3,
  "species": ["C", "H", "H", "H", "S", "C", "C", "C", "N"],
  "coordinates": [[-0.4776, 0.8767, -0.0200], [1.2698, -2.3427, 0.2430], [-0.2265, 1.6158, 0.7549], [-0.8230, 1.5074, -0.9835], [2.4813, 0.2594, 0.0785], [1.2497, -1.2763, -0.0587], [-1.7018, 0.1263, 0.0916], [0.7526, -0.0867, -0.1304], [-2.5246, -0.6799, 0.0245]],
  "atomic_forces_ev_per_a": [[0.43, 0.73, -2.35], [-0.06, 1.19, -0.54], [-0.43, -0.42, -0.07], [1.92, -1.14, 1.65], [0.00, -0.82, -0.15], [0.02, 0.88, 0.62], [-0.59, -1.71, 0.69], [-1.48, 0.52, -0.01], [0.18, 0.77, 0.16]],
  "lowdin_charge": [-0.155, 0.096, 0.116, 0.174, 0.704, -0.168, -0.267, -0.656, 0.156]
}



Entry 3:
{
  "formula": "C4H3NS",
  "method": "wB97M-V/def2-TZVPD",
  "orbital_gap_ev": 7.14,
  "total_charge": 0,
  "smiles": "N=C=C=CC=S",
  "fmax_ev_per_a": 2.0,
  "e_lumo_ev": -1.76,
  "de_lowest_kj_mol": 172.1,
  "species": ["C", "H", "N", "C", "S", "H", "C", "H", "C"],
  "coordinates": [[0.4482, -0.0433, -0.9976], [2.5547, 0.0465, -1.3334], [-2.1772, 0.0495, 1.7395], [1.8020, -0.0097, -0.5562], [2.2961, -0.0387, 1.0043], [-3.1812, 0.0789, 1.6213], [-0.6084, -0.0316, -0.1862], [0.2869, -0.0662, -2.0725], [-1.4210, 0.0146, 0.7808]],
  "atomic_forces_ev_per_a": [[-1.74, -0.02, -0.19], [0.06, -0.01, -0.15], [0.24, 0.10, 0.68], [1.33, 0.01, 1.50], [-0.17, 0.01, -0.82], [-0.08, -0.06, -0.38], [1.08, 0.01, -0.92], [0.00, 0.01, 0.00], [-0.73, -0.05, 0.26]],
  "lowdin_charge": [-0.196, 0.042, 0.159, -0.650, 0.697, 0.074, -0.036, 0.100, -0.189]
}



Entry 4:
{
  "formula": "C4H3NS",
  "method": "wB97M-V/def2-TZVPD",
  "orbital_gap_ev": [7.96, 5.98],
  "spin_multiplicity": 3,
  "total_charge": 0,
  "fmax_ev_per_a": 3.7,
  "e_lumo_ev": [0.39, -2.70],
  "de_lowest_kj_mol": 0.0,
  "species": ["C", "C", "S", "N", "H", "H", "C", "C", "H"],
  "coordinates": [[-0.2849, -0.5676, 0.1064], [-1.1684, -1.4705, 0.1146], [2.8300, -1.1785, -0.0090], [-1.9278, -2.4095, -0.1543], [2.6108, 1.1646, -0.6565], [0.5072, 1.5479, 0.5352], [2.0401, 0.2951, -0.2022], [0.6468, 0.4367, 0.2131], [-2.7976, -2.3827, 0.2207]],
  "atomic_forces_ev_per_a": [[1.02, 1.14, 1.13], [0.17, 0.37, -0.82], [0.01, -0.12, -0.32], [3.24, -0.53, -0.92], [-0.68, -1.07, 0.99], [-0.66, -2.14, -0.56], [-1.18, 0.82, -0.05], [1.48, 1.29, -0.76], [-3.41, 0.23, 1.32]],
  "lowdin_spin": [0.209, 0.061, 1.039, 0.186, 0.029, 0.005, 0.454, 0.009, 0.007]
}



Entry 5:
{
  "formula": "C4H3NS3",
  "method": "wB97M-V/def2-TZVPD",
  "orbital_gap_ev": 8.42,
  "total_charge": 0,
  "fmax_ev_per_a": 2.6,
  "e_lumo_ev": -0.87,
  "de_lowest_kj_mol": 102.6,
  "species": ["C", "C", "S", "H", "S", "H", "N", "S", "H", "C", "C"],
  "coordinates": [[-0.1524, -1.6068, 0.3894], [1.2310, 0.4144, 0.4084], [2.8095, 0.2960, 0.0266], [-1.6572, 0.1657, 1.1790], [0.4127, 1.4978, 1.4740], [0.1667, 0.6638, -2.4708], [0.0423, -2.7036, 0.7240], [-0.1962, -0.6098, -1.9134], [-1.5528, 1.4286, -0.1743], [-1.0387, 0.6863, 0.5039], [-0.0648, -0.2325, -0.1469]],
  "atomic_forces_ev_per_a": [[1.08, -1.63, 0.58], [1.22, 0.26, -0.81], [-1.29, -0.18, 0.29], [-1.16, -0.22, 0.60], [-1.14, -0.29, -0.45], [-0.48, -1.59, 1.00], [-0.72, 1.65, -0.35], [0.50, 1.87, -1.16], [0.57, -0.99, 0.88], [0.44, 2.60, 0.09], [1.00, -1.49, -0.65]],
  "lowdin_charge": [-0.291, -1.169, 0.691, 0.064, 0.930, -0.051, 0.197, 0.798, 0.110, -0.329, -0.950]
}



Entry 6:
{
  "formula": "C4H3O2S",
  "method": "wB97M-V/def2-TZVPD",
  "orbital_gap_ev": 7.45,
  "total_charge": -1,
  "fmax_ev_per_a": 4.5,
  "e_lumo_ev": 3.16,
  "de_lowest_kj_mol": 135.1,
  "species": ["C", "H", "O", "C", "S", "C", "O", "H", "C", "H"],
  "coordinates": [[-0.0232, 2.1306, -0.5186], [-1.7231, 1.3922, 1.6299], [-0.3401, 2.4267, -1.6725], [0.4141, -0.4521, -0.6922], [-2.6864, -0.7286, 1.0383], [-1.6651, 0.5009, 1.0345], [0.3616, 2.8206, 0.4280], [0.1665, -1.4613, -0.3977], [-0.1679, 0.6147, -0.2137], [1.1989, -0.3372, -1.4295]],
  "atomic_forces_ev_per_a": [[0.14, -1.23, -0.05], [-0.01, 0.41, 0.21], [-0.16, 0.36, -0.77], [0.19, -0.45, 0.03], [0.09, 0.19, 0.15], [3.22, -0.81, -3.03], [0.16, 0.47, 0.77], [-0.18, -0.11, 0.15], [-3.47, 1.11, 2.62], [0.03, 0.07, -0.08]],
  "lowdin_charge": [-0.810, 0.004, -0.047, -0.035, 0.560, -0.568, -0.060, 0.032, -0.131, 0.056]
}



Entry 7:
{
  "formula": "C4H3O3",
  "method": "wB97M-V/def2-TZVPD",
  "orbital_gap_ev": 6.78,
  "total_charge": -1,
  "fmax_ev_per_a": 5.8,
  "e_lumo_ev": 4.04,
  "de_lowest_kj_mol": 323.1,
  "species": ["O", "H", "O", "C", "C", "C", "H", "H", "O", "C"],
  "coordinates": [[1.9455, -1.4114, -0.0537], [-0.6476, -2.3381, -0.3645], [1.6041, 1.0204, -0.0679], [0.7606, 1.9910, -0.0948], [1.0334, -0.5961, 0.0189], [-0.3188, -0.6018, 0.2865], [-1.1842, 1.4072, 0.9902], [-1.3128, 1.1433, -0.7514], [-1.2149, -1.6133, -0.0822], [-0.6653, 0.9987, 0.1188]],
  "atomic_forces_ev_per_a": [[-0.34, 0.61, -0.35], [0.00, -0.17, -0.07], [0.14, 0.45, -0.04], [-1.86, -4.62, 0.65], [0.24, -1.63, 0.64], [1.84, 5.44, -0.87], [-0.12, 0.06, 0.02], [-0.17, 0.14, -0.08], [0.26, 0.15, 0.09], [0.01, -0.43, 0.00]],
  "lowdin_charge": [-0.036, 0.077, -0.162, -0.078, -0.396, -0.291, 0.041, 0.051, -0.042, -0.164]
}



Entry 8:
{
  "formula": "C4H3O3",
  "method": "wB97M-V/def2-TZVPD",
  "orbital_gap_ev": 8.55,
  "total_charge": -1,
  "fmax_ev_per_a": 4.4,
  "e_lumo_ev": 3.77,
  "de_lowest_kj_mol": 315.3,
  "species": ["O", "O", "H", "C", "O", "C", "H", "C", "C", "H"],
  "coordinates": [[-1.0444, -1.1363, -1.2104], [3.0970, -0.8505, -1.2147], [-0.4926, -1.3147, -1.9684], [2.8292, -0.3636, -0.0575], [3.5360, 0.1318, 0.8094], [0.0159, -0.6460, 0.1444], [0.0612, 1.0879, 1.3829], [0.1102, 0.0830, 1.3991], [1.2720, -0.3526, 0.3347], [0.0680, -0.4651, 2.2525]],
  "atomic_forces_ev_per_a": [[1.06, 1.26, 4.06], [-0.98, 0.92, 2.53], [1.04, 0.09, 0.07], [-0.57, -0.63, -2.05], [0.51, 0.15, 0.38], [0.35, -0.64, -4.37], [-0.81, 3.40, 0.60], [1.25, -1.91, -2.96], [-1.47, -1.51, -1.00], [-0.37, -1.13, 2.75]],
  "lowdin_charge": [-0.157, -0.101, 0.000, -0.689, -0.046, -0.072, 0.037, -0.026, 0.018, 0.037]
}



Entry 9:
{
  "formula": "C4H3O5Pb",
  "method": "wB97M-V/def2-TZVPD",
  "orbital_gap_ev": [6.87, 8.94],
  "spin_multiplicity": 2,
  "total_charge": 0,
  "fmax_ev_per_a": 6.2,
  "e_lumo_ev": [-0.09, -1.08],
  "de_lowest_kj_mol": 0.0,
  "species": ["H", "C", "O", "C", "C", "C", "O", "O", "O", "O", "H", "H", "Pb"],
  "coordinates": [[-0.8974, 2.1944, -0.7804], [-1.8251, 0.3114, -1.1513], [-0.7389, -0.3104, 3.3482], [-0.9691, 1.4707, -1.6045], [-0.3755, -0.8671, 2.3593], [0.9231, 0.1379, -1.1997], [0.3413, 1.0495, -1.9621], [0.1450, -0.7654, -0.7272], [-2.2972, 0.2930, -0.0025], [2.0541, 0.2948, -0.7018], [-1.4463, 1.9747, -2.4564], [-2.1940, -0.3941, -1.9220], [1.4524, -1.1977, 1.0511]],
  "atomic_forces_ev_per_a": [[0.00, -0.23, -0.12], [-2.08, 0.19, 2.59], [1.32, -2.37, -4.06], [-0.20, -0.06, 0.51], [-2.66, 2.71, 4.88], [-0.92, 0.33, 2.46], [0.90, 0.79, -1.63], [-0.08, -0.54, -0.77], [0.86, 0.05, -2.55], [0.43, 0.43, -1.49], [0.41, -0.31, 0.01], [0.40, 0.00, 0.21], [1.63, -0.99, -0.05]],
  "lowdin_spin": [0.000, 0.000, 0.173, 0.001, 0.256, 0.026, 0.003, 0.042, 0.001, 0.025, 0.000, 0.000, 0.472]
}



Entry 10:
{
  "formula": "C4H3P",
  "method": "wB97M-V/def2-TZVPD",
  "orbital_gap_ev": 10.38,
  "total_charge": 0,
  "smiles": "C#CPC#C",
  "fmax_ev_per_a": 1.4,
  "e_lumo_ev": 0.92,
  "de_lowest_kj_mol": 0.0,
  "species": ["C", "P", "H", "H", "C", "C", "C", "H"],
  "coordinates": [[-1.0476, 0.9432, 0.5136], [-0.9720, -0.6254, 1.3020], [-0.3509, 2.6553, -0.6520], [-1.9062, -1.1124, 0.3618], [0.6329, -0.9886, 0.5251], [-0.8884, 1.9967, -0.0494], [1.7048, -1.4779, 0.2584], [2.6434, -1.8256, -0.0878]],
  "atomic_forces_ev_per_a": [[-0.19, 1.14, 0.04], [0.61, 0.21, -0.31], [-0.08, 1.19, -0.57], [0.30, -0.65, -0.10], [-0.57, -1.05, 0.51], [0.33, -1.29, 0.53], [-0.60, 0.54, -0.11], [0.21, -0.09, 0.02]],
  "lowdin_charge": [-0.463, 0.821, 0.013, -0.058, -0.398, 0.031, 0.036, 0.017]
}